Run a
The following is a quantum chemistry calculation of one molecule with the formula C2H2O3S, from the Open Molecules 2025 dataset.

- orbital gap (eV) = 10.42
- highest occupied orbital energy (eV) = -10.38
- E_LUMO (hartree) = 0.0015

Structure (ORCA input):
```
! wB97M-V def2-TZVPD RIJCOSX def2/J DEFGRID3
* xyz 0 1
C 0.699 1.304 -0.036
C -0.407 0.866 0.061
O 1.987 1.322 -0.210
O 1.680 -1.130 -0.513
O 3.359 -0.361 0.996
S 2.951 -0.134 -0.380
H 0.734 -0.769 -0.278
H -1.501 0.930 0.014
*
```



Run b
The following is a quantum chemistry calculation of one molecule with the formula C2H2O3S, from the Open Molecules 2025 dataset.

- orbital gap (eV) = 8.89
- highest occupied orbital energy (eV) = -9.85
- E_LUMO (hartree) = -0.0353

Structure (ORCA input):
```
! wB97M-V def2-TZVPD RIJCOSX def2/J DEFGRID3
* xyz 0 1
O 1.657 0.382 -0.008
C 0.677 -0.328 -0.016
O 0.709 -1.624 0.033
C -0.688 0.399 0.000
O -0.513 1.694 0.027
S -2.088 -0.411 0.000
H -0.213 -1.945 -0.030
H 0.458 1.834 -0.007
*
```



It is run b that is most stable; the runner-up trails by 87.7 kcal/mol.



Run a
The following is a quantum chemistry calculation of one molecule with the formula C2H2O3S, from the Open Molecules 2025 dataset.

- orbital gap (eV) = 9.32
- highest occupied orbital energy (eV) = -9.58
- E_LUMO (hartree) = -0.0097

Structure (ORCA input):
```
! wB97M-V def2-TZVPD RIJCOSX def2/J DEFGRID3
* xyz 0 1
O 1.290 -0.994 -0.708
C 0.673 0.027 -0.395
O 0.882 1.196 -0.876
C -0.392 -0.109 0.576
O -1.484 -0.649 0.070
S -0.393 0.252 2.189
H 1.389 1.127 -1.716
H -1.964 -0.851 0.862
*
```



Run b
The following is a quantum chemistry calculation of a 2-piece molecular cluster, C2H2O3S overall, from the Open Molecules 2025 dataset.

- orbital gap (spin up / spin down) (eV) = 9.13 / 7.35
- highest occupied orbital energy (spin up / spin down) (eV) = -9.77 / -9.17
- E_LUMO (spin up / spin down) (hartree) = -0.0233 / -0.0666

Structure (ORCA input):
```
! wB97M-V def2-TZVPD RIJCOSX def2/J DEFGRID3
* xyz 0 1
C -0.272 -0.520 0.293
C -1.239 1.270 0.585
O -0.060 -0.432 -0.981
O 2.268 -1.437 -0.889
O 0.073 -1.131 1.192
S 1.111 -1.416 -1.764
H -0.820 2.062 -0.004
H -1.061 1.604 1.567
*
```



It is run a that is most stable; the runner-up trails by 116.8 kcal/mol.



Run a
The following is a quantum chemistry calculation of C2H2O3S as an isolated structure, from the Open Molecules 2025 dataset.

- orbital gap (eV) = 9.94
- highest occupied orbital energy (eV) = -10.03
- E_LUMO (hartree) = -0.0034

Structure (ORCA input):
```
! wB97M-V def2-TZVPD RIJCOSX def2/J DEFGRID3
* xyz 0 1
C -0.875 -1.204 -0.265
C -0.282 -0.018 -0.275
O -1.510 -2.009 2.975
O -1.550 -2.163 -0.139
O -2.820 -0.546 1.457
S -2.454 -1.872 1.960
H 0.649 0.284 0.064
H -0.905 0.660 -0.811
*
```



Run b
The following is a quantum chemistry calculation of one molecule with the formula C2H2O3S, from the Open Molecules 2025 dataset.

- orbital gap (eV) = 9.85
- highest occupied orbital energy (eV) = -10.41
- E_LUMO (hartree) = -0.0205

Structure (ORCA input):
```
! wB97M-V def2-TZVPD RIJCOSX def2/J DEFGRID3
* xyz 0 1
O 1.770 0.757 -0.489
C 0.807 0.177 -0.107
O 0.485 -1.130 0.615
C -0.479 0.985 0.011
O -0.347 2.130 0.554
S -2.018 0.095 -0.138
H 1.215 -1.971 0.344
H -1.431 -1.042 -0.790
*
```



It is run b that is most stable; the runner-up trails by 2.0 kcal/mol.



Run a
The following is a quantum chemistry calculation of one molecule with the formula C2H2O3S, from the Open Molecules 2025 dataset.

- orbital gap (eV) = 8.86
- highest occupied orbital energy (eV) = -9.99
- E_LUMO (hartree) = -0.0413

Structure (ORCA input):
```
! wB97M-V def2-TZVPD RIJCOSX def2/J DEFGRID3
* xyz 0 1
O 1.182 -1.589 0.112
C 0.985 -0.376 -0.016
O 2.129 0.440 -0.083
C -0.409 0.298 -0.069
O -0.147 1.590 0.083
S -1.850 -0.403 -0.036
H 1.889 1.370 -0.167
H -1.065 2.018 0.367
*
```



Run b
The following is a quantum chemistry calculation of a 2-piece molecular cluster, C2H2O3S overall, from the Open Molecules 2025 dataset.

- orbital gap (spin up / spin down) (eV) = 8.20 / 8.20
- highest occupied orbital energy (spin up / spin down) (eV) = -9.17 / -9.17
- E_LUMO (spin up / spin down) (hartree) = -0.0355 / -0.0355

Structure (ORCA input):
```
! wB97M-V def2-TZVPD RIJCOSX def2/J DEFGRID3
* xyz 0 1
C -0.786 0.135 0.138
C -1.348 1.819 -0.001
O -0.589 -0.859 -0.407
O 1.707 -1.933 1.039
O 2.237 -1.342 -1.264
S 1.526 -2.204 -0.362
H -2.224 1.917 0.620
H -0.522 2.465 0.237
*
```



It is run a that is most stable; the runner-up trails by 78.0 kcal/mol.



Run a
The following is a quantum chemistry calculation of C28H84O14 as an isolated structure, from the Open Molecules 2025 dataset.

- orbital gap (eV) = 7.84
- highest occupied orbital energy (eV) = -7.71
- E_LUMO (hartree) = 0.0048

Structure (ORCA input):
```
! wB97M-V def2-TZVPD RIJCOSX def2/J DEFGRID3
* xyz 0 1
C -23.882 -7.546 -5.344
C -24.404 -6.127 -5.260
O -23.493 -5.285 -5.826
H -23.539 -7.876 -6.325
H -24.578 -8.311 -5.000
H -22.989 -7.696 -4.737
H -24.673 -5.801 -4.256
H -25.338 -6.091 -5.821
H -23.116 -4.795 -5.091
C -26.447 -8.742 -6.861
C -25.576 -9.887 -7.500
O -25.769 -9.834 -8.897
H -26.329 -8.541 -5.796
H -27.520 -8.925 -6.924
H -26.367 -7.776 -7.360
H -25.706 -10.908 -7.140
H -24.499 -9.822 -7.351
H -24.893 -9.857 -9.289
C -24.139 -11.923 -6.674
C -22.943 -12.884 -6.726
O -23.162 -13.576 -7.913
H -24.369 -11.714 -5.630
H -25.052 -12.371 -7.067
H -24.033 -10.992 -7.231
H -22.907 -13.494 -5.823
H -22.011 -12.346 -6.899
H -23.768 -14.318 -7.854
C -22.837 -8.345 -1.864
C -22.034 -9.600 -2.290
O -21.718 -10.382 -1.192
H -22.782 -7.687 -2.732
H -22.285 -7.756 -1.132
H -23.822 -8.549 -1.445
H -21.079 -9.365 -2.759
H -22.699 -10.129 -2.972
H -20.771 -10.354 -1.037
C -22.193 -11.696 -4.617
C -21.215 -11.495 -3.481
O -19.936 -12.069 -3.681
H -22.444 -12.741 -4.800
H -21.861 -11.208 -5.533
H -23.060 -11.245 -4.134
H -21.757 -11.898 -2.626
H -20.955 -10.443 -3.363
H -19.833 -12.627 -2.907
C -26.835 -7.751 -4.203
C -26.411 -6.925 -2.954
O -25.481 -7.584 -2.145
H -27.210 -8.739 -3.933
H -26.047 -7.866 -4.947
H -27.601 -7.216 -4.765
H -27.317 -6.609 -2.438
H -26.048 -5.951 -3.282
H -25.960 -8.146 -1.532
C -24.281 -9.237 -3.646
C -24.922 -10.266 -4.588
O -26.189 -10.809 -4.151
H -24.956 -8.408 -3.432
H -23.333 -8.911 -4.073
H -24.028 -9.601 -2.650
H -24.222 -11.092 -4.714
H -25.164 -9.902 -5.586
H -26.022 -11.373 -3.393
C -24.954 -9.287 -0.539
C -26.485 -9.095 -0.258
O -26.998 -8.082 -1.060
H -24.413 -8.399 -0.212
H -24.689 -9.455 -1.583
H -24.585 -10.158 0.001
H -26.691 -8.818 0.776
H -26.954 -10.011 -0.618
H -27.844 -7.948 -0.625
C -22.440 -10.025 -7.257
C -21.551 -9.047 -6.465
O -22.002 -9.008 -5.188
H -23.512 -9.879 -7.123
H -22.263 -10.954 -6.716
H -22.165 -10.206 -8.296
H -21.477 -8.041 -6.876
H -20.557 -9.488 -6.394
H -21.242 -8.824 -4.631
C -27.937 -12.942 -6.482
C -27.923 -12.401 -4.999
O -27.713 -10.981 -5.201
H -27.112 -12.536 -7.066
H -28.836 -12.633 -7.016
H -27.739 -14.009 -6.586
H -27.013 -12.756 -4.515
H -28.820 -12.560 -4.400
H -26.909 -10.733 -4.738
C -25.400 -13.559 -1.458
C -26.029 -12.131 -1.759
O -25.166 -11.533 -2.701
H -26.033 -14.138 -0.786
H -24.420 -13.468 -0.989
H -25.290 -14.149 -2.368
H -26.124 -11.507 -0.871
H -26.985 -12.382 -2.219
H -24.272 -11.480 -2.353
C -25.098 -12.985 -4.723
C -24.660 -14.451 -4.630
O -24.113 -14.870 -3.468
H -25.607 -12.844 -5.676
H -24.166 -12.429 -4.620
H -25.759 -12.684 -3.910
H -24.042 -14.796 -5.459
H -25.557 -15.063 -4.530
H -23.659 -15.715 -3.517
C -24.172 -5.467 -0.749
C -24.494 -5.524 -2.199
O -23.845 -6.584 -2.880
H -23.121 -5.711 -0.596
H -24.620 -6.320 -0.239
H -24.309 -4.450 -0.382
H -24.271 -4.551 -2.637
H -25.582 -5.586 -2.235
H -24.382 -7.364 -2.722
C -28.222 -10.714 -3.071
C -29.470 -9.953 -2.457
O -28.968 -9.233 -1.323
H -27.467 -9.975 -3.339
H -28.588 -11.321 -3.899
H -27.760 -11.333 -2.302
H -30.236 -10.613 -2.050
H -30.022 -9.387 -3.207
H -28.505 -8.437 -1.594
*
```



Run b
The following is a quantum chemistry calculation of a 14-piece molecular cluster, C28H84O14 overall, from the Open Molecules 2025 dataset.

- orbital gap (eV) = 9.68
- highest occupied orbital energy (eV) = -9.32
- E_LUMO (hartree) = 0.0131

Structure (ORCA input):
```
! wB97M-V def2-TZVPD RIJCOSX def2/J DEFGRID3
* xyz 0 1
C 1.018 2.943 -6.308
C 2.031 2.189 -5.471
O 1.342 1.310 -4.576
H 0.541 3.732 -5.725
H 0.250 2.274 -6.697
H 1.506 3.422 -7.159
H 2.619 2.904 -4.883
H 2.717 1.618 -6.104
H 2.000 0.747 -4.133
C 3.338 -2.410 -2.094
C 2.853 -1.754 -3.381
O 3.188 -0.364 -3.375
H 4.420 -2.264 -2.008
H 3.149 -3.482 -2.085
H 2.881 -1.929 -1.230
H 1.776 -1.871 -3.477
H 3.330 -2.254 -4.231
H 4.146 -0.310 -3.307
C 1.881 4.649 2.460
C 1.670 3.167 2.571
O 2.930 2.531 2.740
H 2.601 4.973 3.219
H 0.968 5.208 2.676
H 2.271 4.949 1.488
H 1.159 2.774 1.677
H 0.999 2.906 3.405
H 2.753 1.578 2.774
C 2.724 3.396 -1.230
C 2.681 4.762 -1.897
O 3.062 5.799 -0.975
H 2.366 2.599 -1.884
H 2.108 3.411 -0.330
H 3.747 3.178 -0.913
H 1.681 5.037 -2.227
H 3.372 4.785 -2.747
H 4.017 5.784 -0.870
C -0.503 -3.867 2.977
C -1.365 -5.045 2.628
O -0.687 -5.828 1.631
H -0.824 -3.368 3.890
H -0.521 -3.105 2.193
H 0.542 -4.162 3.106
H -2.352 -4.741 2.255
H -1.611 -5.651 3.510
H -1.333 -6.418 1.232
C -1.929 -1.140 5.315
C -1.950 0.117 4.500
O -1.352 1.148 5.311
H -0.896 -1.426 5.532
H -2.376 -1.975 4.771
H -2.459 -1.008 6.255
H -2.976 0.418 4.258
H -1.407 0.023 3.555
H -1.461 1.994 4.869
C -1.863 2.476 -4.037
C -2.072 0.972 -4.051
O -1.244 0.350 -5.011
H -0.815 2.679 -3.801
H -2.469 2.993 -3.290
H -2.073 2.897 -5.021
H -3.113 0.753 -4.305
H -1.898 0.557 -3.047
H -0.343 0.682 -4.858
C 4.830 -2.989 1.932
C 3.424 -3.520 1.842
O 2.582 -2.509 1.263
H 5.210 -2.687 0.954
H 5.518 -3.737 2.330
H 4.883 -2.104 2.570
H 3.059 -3.756 2.847
H 3.377 -4.411 1.214
H 1.867 -2.951 0.771
C -3.413 -1.771 1.598
C -4.890 -1.904 1.839
O -5.235 -3.284 1.594
H -3.131 -2.105 0.598
H -2.857 -2.345 2.342
H -3.065 -0.738 1.681
H -5.469 -1.248 1.181
H -5.142 -1.671 2.880
H -6.188 -3.367 1.689
C 0.488 0.220 -1.263
C -0.314 -0.425 -0.150
O -0.313 0.412 1.010
H 1.560 0.243 -1.048
H 0.153 1.249 -1.391
H 0.365 -0.308 -2.215
H 0.036 -1.433 0.092
H -1.360 -0.445 -0.472
H 0.488 0.198 1.515
C -3.969 1.201 -0.696
C -4.615 0.015 -1.356
O -6.047 0.186 -1.318
H -4.298 2.142 -1.135
H -2.880 1.154 -0.801
H -4.158 1.195 0.380
H -4.361 -0.894 -0.804
H -4.320 -0.059 -2.403
H -6.420 -0.139 -2.141
C -0.945 3.718 -0.682
C -1.984 4.827 -0.631
O -1.520 6.016 -1.278
H -0.139 3.994 0.002
H -0.543 3.604 -1.687
H -1.389 2.775 -0.361
H -2.222 5.059 0.411
H -2.890 4.544 -1.166
H -0.837 6.417 -0.731
C 2.309 -1.166 4.731
C 1.371 -0.574 3.696
O 2.023 -0.127 2.512
H 2.832 -2.026 4.317
H 1.698 -1.515 5.571
H 2.988 -0.422 5.147
H 0.785 0.236 4.128
H 0.656 -1.360 3.414
H 2.375 -0.900 2.033
C -1.396 -3.868 -1.430
C 0.096 -4.188 -1.368
O 0.641 -3.963 -0.059
H -1.726 -3.802 -2.469
H -1.594 -2.909 -0.948
H -2.000 -4.635 -0.944
H 0.638 -3.537 -2.051
H 0.263 -5.229 -1.661
H 0.367 -4.699 0.514
*
```



Run c
The following is a quantum chemistry calculation of a 14-piece molecular cluster, C28H84O14 overall, from the Open Molecules 2025 dataset.

- orbital gap (eV) = 9.02
- highest occupied orbital energy (eV) = -8.99
- E_LUMO (hartree) = 0.0012

Structure (ORCA input):
```
! wB97M-V def2-TZVPD RIJCOSX def2/J DEFGRID3
* xyz 0 1
C -2.606 -4.208 -1.522
C -2.243 -4.971 -2.775
O -2.117 -4.060 -3.801
H -2.582 -4.873 -0.658
H -3.592 -3.794 -1.731
H -1.942 -3.356 -1.371
H -2.967 -5.740 -3.042
H -1.227 -5.355 -2.680
H -1.958 -4.521 -4.628
C 5.968 1.714 -0.341
C 5.417 0.630 0.530
O 4.009 0.753 0.408
H 5.776 1.492 -1.390
H 7.038 1.878 -0.206
H 5.581 2.703 -0.095
H 5.639 0.739 1.591
H 5.705 -0.373 0.214
H 3.748 0.397 -0.445
C 1.374 -4.067 -3.436
C 1.358 -3.534 -2.063
O 1.408 -2.140 -2.215
H 2.370 -3.965 -3.869
H 0.750 -3.534 -4.154
H 1.186 -5.141 -3.461
H 2.146 -3.954 -1.439
H 0.409 -3.795 -1.594
H 0.671 -1.821 -2.742
C 3.969 4.786 1.945
C 3.218 4.554 0.610
O 2.435 3.403 0.691
H 4.632 5.651 1.952
H 4.573 3.921 2.216
H 3.265 5.000 2.751
H 3.883 4.361 -0.231
H 2.529 5.335 0.290
H 3.080 2.697 0.774
C -4.005 -2.176 1.319
C -3.009 -2.995 2.163
O -3.709 -3.984 2.846
H -4.337 -2.755 0.457
H -3.470 -1.300 0.954
H -4.919 -1.789 1.771
H -2.458 -2.310 2.807
H -2.251 -3.452 1.528
H -3.938 -4.669 2.215
C -1.366 5.956 2.628
C -0.032 5.206 2.539
O -0.074 4.254 1.465
H -1.409 6.700 1.832
H -1.473 6.515 3.557
H -2.255 5.339 2.496
H 0.229 4.706 3.472
H 0.724 5.970 2.354
H 0.817 3.902 1.397
C -4.106 0.165 -2.153
C -4.646 -0.726 -3.312
O -5.890 -0.132 -3.749
H -3.848 1.123 -2.606
H -3.216 -0.293 -1.722
H -4.779 0.361 -1.318
H -4.855 -1.737 -2.961
H -3.981 -0.772 -4.175
H -6.335 -0.659 -4.416
C -0.230 0.347 -4.143
C -0.815 -0.995 -4.516
O -1.208 -1.579 -3.254
H -0.078 0.897 -5.072
H 0.796 0.293 -3.779
H -0.905 0.968 -3.554
H -0.084 -1.570 -5.084
H -1.696 -0.823 -5.135
H -1.739 -2.347 -3.477
C 0.266 -0.240 4.034
C 0.519 1.292 3.907
O -0.036 2.070 4.989
H 0.550 -0.792 3.137
H -0.791 -0.492 4.118
H 0.696 -0.816 4.853
H 0.089 1.587 2.950
H 1.566 1.546 3.746
H -0.954 1.839 5.151
C 3.831 -0.624 -4.323
C 4.445 -0.797 -2.979
O 3.520 -0.467 -1.984
H 2.837 -1.052 -4.450
H 4.525 -1.071 -5.034
H 3.760 0.437 -4.564
H 5.331 -0.189 -2.795
H 4.790 -1.823 -2.851
H 2.834 -1.138 -1.986
C 0.664 0.577 0.265
C -0.566 -0.292 0.361
O -0.361 -1.653 0.266
H 1.324 0.326 1.096
H 0.443 1.640 0.366
H 1.280 0.269 -0.580
H -1.290 0.039 -0.384
H -0.993 -0.085 1.342
H -0.152 -1.957 -0.620
C -3.758 0.624 3.570
C -3.525 1.750 4.545
O -2.514 1.431 5.501
H -4.389 0.823 2.704
H -4.244 -0.233 4.036
H -2.827 0.285 3.115
H -4.430 1.938 5.123
H -3.262 2.673 4.028
H -2.851 0.751 6.089
C 3.479 -2.201 1.476
C 3.101 -3.627 1.610
O 3.635 -4.124 2.787
H 4.547 -2.005 1.577
H 2.988 -1.603 2.243
H 3.112 -1.744 0.557
H 3.557 -4.210 0.810
H 2.023 -3.774 1.549
H 3.292 -5.019 2.854
C -2.893 2.588 0.681
C -2.505 3.175 -0.646
O -1.826 4.443 -0.502
H -3.587 3.261 1.185
H -2.038 2.424 1.337
H -3.350 1.611 0.521
H -3.371 3.260 -1.303
H -1.710 2.583 -1.100
H -1.142 4.333 0.163
*
```



It is run b that is most stable; the runner-up trails by 44.0 kcal/mol.



Run a
The following is a quantum chemistry calculation of C5H8OS as an isolated structure, from the Open Molecules 2025 dataset.

- orbital gap (eV) = 8.15
- highest occupied orbital energy (eV) = -7.38
- E_LUMO (hartree) = 0.0281

Structure (ORCA input):
```
! wB97M-V def2-TZVPD RIJCOSX def2/J DEFGRID3
* xyz 0 1
C -1.098 -0.725 -0.665
C -1.895 -0.369 -1.670
C -0.082 0.237 -0.188
C 1.346 -0.058 -0.555
C -0.295 0.828 1.175
O -0.467 1.656 -1.303
S -1.668 1.226 -2.289
H -1.145 -1.689 -0.188
H -2.662 -0.968 -2.124
H 1.903 0.871 -0.612
H 1.401 -0.562 -1.514
H 1.800 -0.691 0.204
H -0.124 0.061 1.927
H -1.315 1.193 1.275
H 0.394 1.649 1.346
*
```



Run b
The following is a quantum chemistry calculation of one molecule with the formula C5H8OS, from the Open Molecules 2025 dataset.

- orbital gap (eV) = 9.55
- highest occupied orbital energy (eV) = -8.66
- E_LUMO (hartree) = 0.0328

Structure (ORCA input):
```
! wB97M-V def2-TZVPD RIJCOSX def2/J DEFGRID3
* xyz 0 1
S -0.038 1.561 1.194
C 0.973 0.248 0.649
C 0.554 -1.159 0.367
C -0.927 -1.396 0.052
O -1.250 -0.489 -0.952
C -0.104 -0.133 -1.726
C 1.087 -0.319 -0.754
H -1.034 1.423 0.322
H 1.936 0.219 1.121
H 1.065 -2.007 0.803
H -1.088 -2.493 -0.283
H -1.629 -1.272 0.869
H -0.146 0.888 -2.128
H -0.048 -0.838 -2.573
H 2.057 -0.431 -1.143
*
```



It is run b that is most stable; the runner-up trails by 10.7 kcal/mol.